# 1
C12H27N5O7S | ωB97M-V/def2-TZVPD

Cartesian coordinates (Å):
C1 -2.42653 -2.36184 0.40044
C2 -1.04386 -2.22042 -0.49751
C3 -1.02218 -0.81747 -1.40754
C4 -0.51608 0.36363 -0.38841
C5 -0.69458 1.89321 -0.95058
O1 0.08524 2.29406 -2.16824
S1 -0.04639 4.02320 -2.03528
O2 -1.35420 4.55294 -2.71024
O3 1.25255 4.86501 -2.14292
O4 -0.43504 4.24334 -0.35472
C6 -0.01626 2.90852 0.18866
C7 -0.46959 2.74509 1.75549
C8 0.46884 1.65002 2.60213
O5 -0.22945 0.64829 3.18553
N1 1.97426 1.79535 2.63307
C9 2.58573 0.57107 1.98655
C10 2.45949 2.01341 4.05197
H1 -3.41161 -2.34764 -0.24382
H2 -2.34319 -3.38785 0.99897
H3 -2.47960 -1.52185 1.24674
H4 -0.78760 -3.16750 -1.13575
H5 -0.16833 -2.06426 0.29909
H6 -2.06728 -0.61388 -1.90352
H7 -0.16044 -0.97720 -2.20807
H8 -1.19729 0.27141 0.58753
H9 0.58904 0.17684 -0.00660
H10 -1.78869 2.20918 -1.29660
H11 1.15956 2.84284 0.05162
H12 -1.60099 2.37189 1.76899
H13 -0.31496 3.77158 2.30084
H14 3.69723 0.35711 2.28452
H15 1.97389 -0.40599 2.26606
H16 2.54953 0.67888 0.80354
H17 1.57594 2.27486 4.80868
H18 3.18219 2.96224 4.09866
H19 2.97697 1.04840 4.50758
N2 -4.82081 -5.86413 0.89133
C11 -3.50817 -6.04873 1.12091
N3 -3.11061 -7.33347 1.08901
O6 -2.74020 -5.12532 1.34041
H20 -5.46880 -6.61171 0.70872
H21 -5.16146 -4.91173 0.90641
H22 -2.12990 -7.51639 1.25689
H23 -3.72808 -8.10730 0.91003
N4 4.68938 2.12598 -4.26993
C12 3.58440 1.93819 -3.52591
N5 2.49225 2.58254 -3.97497
O7 3.57372 1.23981 -2.52452
H24 4.71784 2.69723 -5.09756
H25 5.53369 1.65856 -3.96661
H26 1.63896 2.46797 -3.44374
H27 2.48151 3.16204 -4.79728

Calculated values
SMILES string   CCCC[C@@H]1OS(=O)(=O)O[C@H]1CC(=O)N(C)C.NC(N)=O.NC(N)=O
Frontier orbital gap   9.49 eV
HOMO   -9.51 eV

# 2
C12H27O3PdSSe4Si | ωB97M-V/def2-TZVPD

Cartesian coordinates (Å):
Pd1 -0.57322 -0.53138 -0.27092
C1 -1.77082 1.71361 -2.94803
C2 -0.36122 1.87095 -2.38290
C3 0.23689 3.22296 -2.75675
C4 0.53255 0.71855 -2.87131
O1 -0.39653 1.73748 -0.95040
Si1 -1.09972 2.54482 0.28709
S1 -0.81224 0.84964 1.67515
O2 -2.66691 2.67380 0.03073
C5 -3.70995 3.56567 0.47036
C6 -3.67796 3.69557 1.98824
C7 -3.47456 4.91856 -0.19269
C8 -5.01728 2.92892 0.00535
O3 -0.39924 3.90209 0.74470
C9 0.87120 4.33409 1.27392
C10 1.96187 3.31617 0.96803
C11 1.18163 5.67072 0.60571
C12 0.67809 4.51106 2.77769
H1 -1.74442 1.83243 -4.02718
H2 -2.43399 2.45601 -2.51512
H3 -2.16864 0.72091 -2.70931
H4 0.27901 3.32499 -3.83672
H5 1.24677 3.31069 -2.36515
H6 -0.36942 4.02496 -2.34513
H7 0.58833 0.72479 -3.95674
H8 0.10383 -0.26087 -2.55478
H9 1.54050 0.82661 -2.46561
H10 -2.72654 4.11352 2.30546
H11 -3.81006 2.72348 2.45665
H12 -4.47662 4.35078 2.32289
H13 -2.49910 5.30017 0.09870
H14 -4.23921 5.62411 0.11701
H15 -3.50289 4.82164 -1.27587
H16 -5.14575 1.95432 0.47049
H17 -5.01605 2.80241 -1.07441
H18 -5.85293 3.56288 0.28372
H19 2.06887 3.18338 -0.10571
H20 1.72895 2.35082 1.41349
H21 2.90725 3.66387 1.37297
H22 1.29667 5.54884 -0.46800
H23 2.10215 6.07540 1.01310
H24 0.37795 6.37689 0.79193
H25 0.38100 3.56979 3.23401
H26 -0.10024 5.24724 2.95929
H27 1.59498 4.85242 3.24773
Se1 0.81757 -2.48436 0.29865
Se2 -0.72412 -3.56299 1.50561
Se3 -2.94240 -2.36740 1.17294
Se4 -2.86925 -1.31308 -0.80157

Calculated values
Charge   +1
Frontier orbital gap (spin up / spin down)   4.74 / 4.67 eV
HOMO (spin up / spin down)   -11.56 / -11.55 eV

# 3
C12H28AgF6O8 | ωB97M-V/def2-TZVPD

Cartesian coordinates (Å):
Ag1 0.42384 0.10394 0.60582
C1 2.91030 -1.33758 -0.32308
O1 2.24666 -0.72388 -1.42634
O2 2.16858 -1.19831 0.78230
C2 3.22399 -2.82073 -0.59961
F1 3.45977 -3.47869 0.54780
F2 2.22820 -3.46381 -1.22982
F3 4.33990 -2.94366 -1.33908
C3 2.75718 -0.91294 -2.72443
C4 1.86630 -0.19950 -3.72460
H1 2.11459 -0.56151 -4.72246
H2 0.82780 -0.49774 -3.56995
H3 1.98486 0.87717 -3.63568
H4 2.83955 -1.96510 -3.00584
H5 3.77684 -0.50434 -2.79415
H6 3.88767 -0.81753 -0.22855
C5 -2.49379 1.83002 0.52667
O3 -3.44762 1.20463 -0.31182
O4 -1.25131 1.46199 0.28679
C6 -2.74576 3.32465 0.34123
F4 -1.78722 4.07105 0.90850
F5 -2.81583 3.67455 -0.95438
F6 -3.92887 3.65945 0.89518
C7 -3.82977 -0.07876 0.07114
C8 -4.82897 -0.59834 -0.94753
H7 -5.21368 -1.55018 -0.56598
H8 -5.64980 0.09196 -1.11981
H9 -4.33313 -0.82274 -1.89259
H10 -4.28288 -0.07722 1.07441
H11 -2.98044 -0.77572 0.10569
H12 -2.80979 1.61150 1.57488
C9 2.08943 1.30053 3.42321
O5 0.89932 1.24143 2.62881
H13 2.51213 2.30631 3.47693
H14 1.87491 0.95355 4.43692
H15 2.80980 0.63379 2.95602
H16 0.25211 1.86199 2.97703
C10 3.07754 2.44107 0.14991
O6 1.77070 1.97523 -0.17684
H17 3.62393 1.60333 0.57951
H18 3.60542 2.79866 -0.73647
H19 3.04537 3.24860 0.88798
H20 1.35998 2.59393 -0.78808
C11 -1.06144 -2.40797 -1.43432
O7 -0.66125 -1.07506 -1.11356
H21 -0.29960 -2.96678 -1.98698
H22 -1.26396 -2.92384 -0.49948
H23 -1.93704 -2.37539 -2.08691
H24 -0.96141 -0.47409 -1.80190
C12 -1.82112 -0.99645 2.90535
O8 -0.73484 -1.36625 2.05595
H25 -2.78578 -1.23580 2.45482
H26 -1.72493 -1.50117 3.86684
H27 -1.78098 0.08175 3.03919
H28 -0.54544 -2.30000 2.18134

Calculated values
2S+1   2
Frontier orbital gap (spin up / spin down)   9.50 / 6.68 eV
HOMO (spin up / spin down)   -9.05 / -8.68 eV
Expectation value of S²   0.7531